Molecular formula: C19H30N3O5
Method: DFT, ωB97M-V with the def2-TZVPD basis set

Total energy (hartree): -1282.27009
Total charge: +1
HOMO-LUMO gap (eV): 8.1
Energy above the lowest of the compared OMol25 structures with the same formula, charge and spin (eV): 0.000

XYZ file:
```
57
Properties=species:S:1:pos:R:3:forces:R:3:lowdin_charge:R:1
C -4.413062 0.417486 -1.055121 0.097 0.247 -0.313 -0.054
C -4.688100 1.174169 -2.344596 -0.447 -0.189 0.397 -0.190
H -5.086753 0.515332 -3.117256 0.036 0.124 0.071 0.128
H -5.379471 2.001685 -2.164169 0.081 -0.127 -0.118 0.127
O -3.476258 1.698589 -2.911638 0.248 0.091 -0.143 0.004
C -3.026360 2.837288 -2.385290 0.194 0.005 -0.206 -0.543
O -3.547726 3.477862 -1.511023 -0.338 0.079 0.356 0.122
N -1.851534 3.240371 -2.982602 0.017 -0.069 -0.077 -0.051
C -1.046885 2.403699 -3.839689 -0.121 -0.151 -0.198 -0.090
H -1.011893 2.816741 -4.853780 0.094 -0.109 0.063 0.140
C 0.381938 2.319125 -3.262277 -0.032 -0.127 -0.721 -0.069
N 0.298655 2.517480 -1.803014 -0.588 -0.516 0.261 -0.136
C 1.403289 1.964256 -1.011541 0.287 -0.408 0.455 -0.005
H 1.774105 2.694438 -0.290553 -0.056 0.009 -0.105 0.146
H 2.229370 1.638296 -1.644194 -0.079 0.081 -0.011 0.146
C 0.764171 0.755923 -0.261384 0.198 0.613 -0.468 -0.390
O -0.434738 0.585490 -0.466204 -0.172 -0.333 0.219 0.077
N 1.576502 0.057806 0.507365 0.389 -0.075 0.174 0.178
C 1.292721 -1.067090 1.312841 -0.027 -0.409 0.317 -0.127
C 0.045038 -1.646257 1.408585 -0.086 -0.091 0.036 0.083
C -0.155700 -2.758570 2.232521 0.478 0.131 0.038 -0.261
C 0.925682 -3.262515 2.948385 -0.479 -0.108 -0.029 -0.003
C 2.179109 -2.677205 2.849253 0.262 0.343 -0.195 0.003
C 2.387380 -1.577904 2.035131 -0.238 -0.127 0.034 -0.211
O 3.572938 -0.919232 1.854304 -0.260 0.122 -0.174 -0.077
C 4.719045 -1.370358 2.565244 0.436 0.019 0.118 -0.242
C 5.879988 -0.463015 2.193716 -0.401 -0.205 0.041 -0.059
H 6.773081 -0.782801 2.721003 0.119 -0.010 0.044 0.082
H 5.658770 0.564953 2.469015 0.019 0.094 0.043 0.078
H 6.068034 -0.509292 1.124156 0.059 -0.010 -0.087 0.078
H 4.526922 -1.322179 3.643886 -0.045 -0.058 -0.114 0.131
H 4.941235 -2.407741 2.287149 -0.097 0.078 0.056 0.131
H 2.990108 -3.097843 3.420403 0.109 -0.013 0.041 0.114
H 0.815771 -4.114077 3.598910 -0.055 -0.101 0.044 0.111
O -1.420334 -3.228986 2.261705 -0.065 0.206 -0.180 -0.042
C -1.734909 -4.388311 3.017925 -0.070 -0.445 0.100 -0.234
C -1.304377 -5.676557 2.325204 -0.028 0.416 0.069 -0.060
H -1.619187 -6.529817 2.918675 -0.015 -0.121 0.057 0.081
H -1.768153 -5.740936 1.344391 -0.040 -0.038 -0.079 0.081
H -0.225230 -5.715475 2.198157 0.079 -0.065 -0.009 0.067
H -2.823927 -4.360644 3.104705 0.168 0.007 0.082 0.126
H -1.306921 -4.318171 4.024461 -0.069 0.063 -0.066 0.119
H -0.793904 -1.253618 0.860695 -0.057 0.034 -0.045 0.118
H 2.554490 0.321180 0.584765 -0.111 0.156 -0.160 0.158
C -0.053539 3.918658 -1.487312 -0.275 0.750 0.072 -0.062
H -0.406488 3.956603 -0.455694 0.087 -0.114 -0.025 0.148
C -1.162591 4.387884 -2.454767 -0.139 0.097 0.128 -0.095
H -0.743356 4.960765 -3.285409 0.016 -0.008 0.063 0.137
H -1.888743 5.007880 -1.927380 0.205 -0.014 -0.062 0.137
H 0.834621 4.546380 -1.588844 0.019 -0.145 0.057 0.140
H -0.500250 1.862979 -1.447206 0.524 0.476 -0.199 0.154
H 0.809893 1.339486 -3.476041 0.047 0.076 0.104 0.143
H 1.031921 3.089059 -3.684776 0.029 -0.069 0.133 0.143
H -1.511004 1.418057 -3.886134 0.159 0.102 -0.031 0.134
H -3.674024 -0.362966 -1.220389 0.032 -0.109 -0.002 0.078
H -5.333791 -0.036794 -0.702796 -0.101 -0.075 0.066 0.083
H -4.045566 1.098435 -0.291473 0.002 0.020 0.081 0.076
```
Forces are in eV/Å.

Molecular formula: C5H10O
Method: DFT, ωB97M-V with the def2-TZVPD basis set

Total energy (hartree): -271.60215
Total charge: 0
HOMO-LUMO gap (eV): 8.5
Energy above the lowest of the compared OMol25 structures with the same formula, charge and spin (eV): 4.094

XYZ file:
```
16
Properties=species:S:1:pos:R:3:forces:R:3:lowdin_charge:R:1
C -0.970013 0.029234 -1.335074 -0.030 0.022 -0.016 -0.026
C -0.074411 -0.074823 -0.118291 0.098 0.045 -0.247 -0.589
C 1.130010 -0.971146 -0.353509 0.033 -0.024 0.028 -0.034
C 0.277676 1.234549 0.584561 0.091 0.026 -0.071 -0.223
C 0.132581 0.600311 1.979305 -0.226 0.214 -0.067 0.045
O -0.874689 -0.619428 1.012258 0.081 -0.204 0.156 -0.064
H -1.231275 -0.963339 -1.719333 0.044 0.120 0.065 0.088
H -1.891684 0.563150 -1.087864 0.127 -0.057 -0.019 0.089
H -0.450442 0.581980 -2.126074 -0.068 -0.084 0.123 0.095
H 1.805356 -0.921981 0.505511 -0.094 -0.020 -0.108 0.088
H 1.666558 -0.654219 -1.253601 -0.077 0.004 0.148 0.094
H 0.814832 -2.011386 -0.508601 0.010 0.138 -0.016 0.091
H 1.294397 1.583353 0.367328 -0.146 -0.091 0.038 0.106
H -0.431177 2.029691 0.308434 0.084 -0.127 0.087 0.103
H -0.725515 1.072861 2.488027 0.142 -0.104 -0.068 0.017
H -0.509615 -1.472739 1.285645 -0.067 0.143 -0.032 0.120
```
Forces are in eV/Å.

Molecular formula: C30H38F3N4O5S2SiV
Method: DFT, ωB97M-V with the def2-TZVPD basis set

Total energy (hartree): -4090.98036
Total charge: 0
HOMO-LUMO gap (spin up / spin down) (eV): 7.5 / 7.9
Multiplicity: 3

XYZ file:
```
84
Properties=species:S:1:pos:R:3:forces:R:3:mulliken_spin:R:1
V 11.531805 13.060077 10.636529 -1.190 0.709 1.211 2.012
O 8.941655 14.903648 13.464301 0.970 -0.494 -1.012 0.005
C 9.446694 14.406726 12.455578 0.867 0.773 1.806 0.005
N 10.794035 14.159004 12.185171 -0.101 0.585 1.221 -0.050
C 11.741107 14.672891 13.077101 -1.407 2.145 0.471 -0.015
O 11.645574 15.686027 13.768362 0.011 -1.317 -0.791 0.011
C 12.971641 13.886526 13.120844 2.612 -0.359 0.472 0.029
C 14.061666 14.177704 14.009821 -1.318 0.126 0.113 0.004
C 15.101597 13.285033 14.096554 0.866 -0.648 -1.100 0.007
C 15.164132 12.218236 13.142881 -0.277 0.662 0.853 -0.001
C 14.077009 11.999597 12.329268 0.014 0.413 -0.600 0.018
N 13.036717 12.877296 12.275663 0.140 -1.167 -0.547 -0.049
C 8.567916 13.898941 11.422748 -1.673 -0.728 -2.511 0.006
C 7.182104 14.097140 11.481814 0.254 0.123 0.226 0.002
C 6.352006 13.568765 10.487699 0.292 -0.004 0.023 0.000
C 6.943849 12.817245 9.464165 0.561 0.094 0.064 0.000
C 8.344451 12.725494 9.428793 -0.392 0.383 0.149 0.001
N 9.125291 13.288461 10.361262 0.445 -0.456 -0.017 -0.033
H 14.010808 15.098712 14.606355 -0.133 -0.643 -0.147 0.000
H 15.941096 13.383776 14.807223 -0.613 0.264 -0.492 0.001
H 16.073501 11.632937 13.010069 -0.413 -0.159 0.399 0.000
H 14.045773 11.114470 11.672005 -0.167 0.769 0.165 -0.006
H 6.847376 14.704434 12.328922 -0.184 -0.376 -0.399 0.000
H 5.271536 13.762253 10.503842 0.525 -0.211 0.042 0.000
H 6.390997 12.312005 8.665096 0.012 0.381 0.418 0.000
H 8.833336 12.220071 8.587490 -0.060 0.153 0.510 0.002
C 10.117505 9.219322 15.859055 0.038 1.087 -0.016 0.000
C 9.974420 10.585890 15.107512 0.792 -1.185 -0.842 0.002
C 10.949495 11.625621 15.615605 0.833 -0.360 0.191 -0.002
C 8.577733 11.154700 15.070928 -0.232 -0.076 0.447 0.000
O 10.456559 10.375646 13.738532 -0.216 0.278 0.897 0.032
Si 10.010601 9.696044 12.348876 1.633 0.733 -0.130 0.000
S 11.020629 10.894242 10.856536 -0.069 -1.712 -0.154 -0.010
O 10.518461 8.171415 12.330469 0.004 -1.244 -0.220 -0.007
C 11.636369 7.263901 12.029734 -1.109 1.581 0.186 0.001
C 11.461877 6.077359 12.954674 0.906 -0.548 0.233 0.000
C 12.892172 8.072367 12.374360 0.152 -0.266 -0.233 -0.005
C 11.434951 6.868063 10.565756 -0.038 0.462 -0.325 0.001
O 8.448027 9.777917 12.085376 -1.555 -0.584 -0.063 0.019
C 7.365886 8.801279 11.836270 1.124 0.965 -0.561 0.001
C 7.453706 7.704153 12.856100 0.168 -1.036 0.361 0.001
C 6.130254 9.659498 12.011857 -0.241 -0.334 -0.008 0.000
C 7.553366 8.333100 10.386059 -0.270 -0.096 0.397 0.000
H 9.801146 9.346472 16.917770 0.308 -0.167 -0.585 0.000
H 11.183410 8.915762 15.796055 -0.665 0.064 0.175 0.000
H 9.490330 8.457139 15.389706 0.063 0.055 0.017 0.000
H 10.708672 11.969441 16.620789 -0.019 -0.017 0.062 0.000
H 10.887336 12.466404 14.924174 0.209 0.121 0.120 0.003
H 11.988159 11.194363 15.613623 -0.898 0.513 -0.045 0.000
H 8.329275 11.461709 16.098013 -0.115 0.048 -0.300 0.000
H 7.824847 10.417201 14.748519 0.320 0.354 -0.082 0.000
H 8.595625 12.042653 14.422181 -0.304 -0.289 0.163 0.000
H 11.532570 6.382558 13.999028 0.121 0.089 -0.004 0.000
H 12.228343 5.289317 12.769630 -0.354 0.615 0.053 0.000
H 10.503958 5.603442 12.836482 -0.536 -0.091 -0.261 0.000
H 12.790828 8.472477 13.410165 0.211 -0.429 -0.700 0.001
H 13.005333 8.926796 11.690375 -0.140 -0.277 0.175 0.006
H 13.770772 7.421167 12.260407 -0.046 0.251 0.280 0.000
H 10.534024 6.226356 10.487493 0.577 0.211 0.030 0.000
H 12.320806 6.337127 10.196971 -0.252 -0.026 -0.074 0.000
H 11.244069 7.768735 9.924771 0.373 -0.675 0.624 -0.001
H 7.337876 8.138560 13.851895 -0.107 -0.092 0.038 0.000
H 8.444565 7.196483 12.840666 -0.750 0.321 -0.178 0.000
H 6.652869 6.947689 12.701076 0.452 0.462 0.087 0.000
H 6.081879 9.949117 13.081931 -0.194 0.164 -0.767 0.000
H 5.241919 9.081852 11.730303 0.002 0.097 0.228 0.000
H 6.199662 10.517063 11.325677 -0.039 -0.094 0.503 0.000
H 8.457112 7.726848 10.278690 -0.164 -0.079 0.113 -0.001
H 7.710901 9.231573 9.803797 -0.125 0.165 -0.371 0.000
H 6.671003 7.783791 10.013374 0.393 0.170 0.155 0.000
F 11.502731 15.622838 6.375230 0.522 -0.028 0.012 0.000
C 12.853771 15.518575 6.408193 -0.606 1.779 -1.642 -0.006
F 13.234321 15.447729 5.080712 -0.005 -0.044 1.148 0.000
F 13.314521 16.735295 6.856272 -0.188 -1.421 -0.175 0.000
C 13.267564 14.325367 7.168998 0.412 -0.296 0.504 0.001
C 14.120571 13.379794 6.629517 -0.556 0.703 -0.865 0.010
C 14.388127 12.213792 7.334414 0.660 -1.011 0.029 0.002
C 13.807404 12.062774 8.585412 0.030 0.353 -0.267 0.020
N 12.968620 12.990553 9.110282 1.003 -1.195 -0.064 -0.006
C 12.715181 14.141637 8.466466 0.864 -0.388 -1.124 0.015
S 11.776892 15.202840 9.348614 -0.761 0.674 0.766 -0.027
H 14.500986 13.566876 5.605171 -0.140 -0.296 0.863 0.001
H 15.032414 11.415745 6.879913 -0.681 0.929 0.748 0.000
H 14.060241 11.200816 9.199828 -0.440 0.097 -0.073 0.001
```
Forces are in eV/Å.